Entry 1:
The following is a DFT calculation (the ωB97M-V functional and the def2-TZVPD basis) of the ion C8H14N3O with charge +1.

Computed properties:
SMILES string: [H]/N=C\C[n+]1ccn(COCC)c1
E_HOMO (eV): -13.51
Gap between HOMO and LUMO (eV): 9.6
Maximum force (eV Å⁻¹): 6.79
ΔE to the lowest compared entry with this formula, charge and spin (kJ/mol): 400.5
E (eV): -15030.139
Charge: +1

Last column: natural (NBO) charge in e.
CARTESIAN COORDINATES (ANGSTROEM)
H (2.36, -1.21, -0.54)  0.232
H (1.36, 2.50, 2.72)  0.242
N (0.83, 0.34, -0.60)  -0.341
C (0.29, 2.45, 2.29)  -0.301
C (-0.12, 2.53, -0.36)  -0.034
H (-2.04, 1.65, 1.93)  0.324
C (0.22, 1.40, -1.36)  -0.024
H (-1.52, -3.93, -2.33)  0.238
C (0.93, 0.61, 0.80)  0.234
H (-0.15, 3.50, 2.36)  0.262
H (-1.72, -2.24, -0.59)  0.220
O (0.43, -1.99, -0.41)  -0.522
C (1.33, -1.02, -1.00)  0.082
H (0.02, 1.39, -2.47)  0.280
H (0.21, -4.04, -1.71)  0.235
H (-0.13, -2.97, -3.23)  0.213
H (-0.14, 0.77, 4.02)  0.222
H (-0.60, 3.54, -0.49)  0.293
N (-1.80, 1.07, 2.76)  -0.525
N (0.34, 1.94, 0.88)  -0.324
H (1.32, -0.02, 1.66)  0.298
C (-0.55, 1.35, 3.14)  0.065
H (-0.95, -1.14, -1.86)  0.166
H (1.39, -1.08, -2.14)  0.216
C (-0.77, -2.08, -1.23)  -0.096
C (-0.55, -3.34, -2.24)  -0.655

Entry 2:
The following is a DFT calculation (the ωB97M-V functional and the def2-TZVPD basis) of a cluster of 2 separate species, C8H14N4S2 in total.

Computed properties:
E_HOMO (spin up / spin down) (eV): -7.65 / -7.65
Gap between HOMO and LUMO (spin up / spin down) (eV): 8.0 / 8.0
Maximum force (eV Å⁻¹): 3.60
ΔE to the lowest compared entry with this formula, charge and spin (kJ/mol): 423.7
E (eV): -36149.023
Charge: 0

Last column: natural (NBO) charge in e.
CARTESIAN COORDINATES (ANGSTROEM)
H (1.95, 0.97, -1.95)  0.210
H (-3.96, 2.72, -1.33)  0.210
H (0.69, 1.67, 5.15)  0.225
H (-4.03, 2.58, 1.09)  0.400
H (1.84, -1.68, -2.89)  0.217
C (2.46, -1.11, -2.05)  -0.662
H (-3.82, 0.96, -0.89)  0.199
N (-0.58, 0.76, 3.88)  -0.512
C (0.23, -1.44, -0.06)  -0.639
H (0.10, 2.66, 3.71)  0.234
N (-1.19, 0.81, 0.64)  -0.893
C (-3.40, 1.94, -0.79)  -0.427
C (1.65, 0.05, -1.48)  -0.101
N (-3.21, 2.28, 0.59)  -0.847
H (-0.52, -1.70, -0.88)  0.224
H (2.41, -1.89, -1.34)  0.215
H (1.18, 1.63, 3.47)  0.232
H (3.44, -0.74, -2.39)  0.227
S (-1.84, 1.90, 1.45)  1.172
C (0.38, 1.69, 4.11)  -0.458
N (0.44, 2.23, -0.06)  -0.650
C (0.04, 1.03, 0.06)  0.366
H (-2.31, 1.95, -1.25)  0.218
C (0.66, -0.10, -0.55)  -0.078
C (-1.41, 0.00, 3.54)  0.277
H (1.04, -2.15, 0.06)  0.215
S (-0.19, 3.43, 0.85)  0.185
H (-0.33, -1.38, 0.81)  0.239

Entry 3:
The following is a DFT calculation (the ωB97M-V functional and the def2-TZVPD basis) of the ion C8H14NO4 with charge +1.

Computed properties:
SMILES string: C=[N+](C)CC(=O)/C(OC)=C(\O)OC
E_HOMO (eV): -12.30
Gap between HOMO and LUMO (eV): 8.0
Maximum force (eV Å⁻¹): 4.84
ΔE to the lowest compared entry with this formula, charge and spin (kJ/mol): 238.2
E (eV): -18192.723
Charge: +1

Last column: natural (NBO) charge in e.
CARTESIAN COORDINATES (ANGSTROEM)
C (-0.32, 1.13, 0.56)  0.504
H (1.97, -1.73, 1.62)  0.206
H (0.18, -1.27, 1.98)  0.186
H (-4.24, -0.77, -0.04)  0.244
C (0.82, 0.49, 0.14)  -0.113
C (2.02, 1.18, -0.11)  0.752
O (1.95, 2.48, -0.13)  -0.611
O (3.23, 0.67, -0.19)  -0.479
C (-1.70, 0.18, 0.79)  -0.341
H (-1.39, -0.91, 0.98)  0.243
N (-2.39, 0.12, -0.44)  -0.205
O (0.79, -0.92, -0.01)  -0.557
H (-2.21, 0.62, 1.61)  0.256
H (0.52, -2.69, 0.80)  0.213
O (-0.52, 2.31, 0.86)  -0.533
H (2.66, -1.32, -0.69)  0.216
H (-4.01, 0.94, 0.35)  0.234
H (-4.20, 0.59, -1.30)  0.237
C (-1.78, -0.11, -1.52)  0.105
C (-3.81, 0.25, -0.37)  -0.410
H (4.25, -1.05, 0.05)  0.206
C (0.90, -1.66, 1.23)  -0.275
H (3.98, -0.53, -1.66)  0.210
C (3.61, -0.63, -0.64)  -0.260
H (-0.74, -0.13, -1.61)  0.233
H (2.74, 2.94, 0.21)  0.525
H (-2.30, -0.19, -2.45)  0.214

Entry 4:
The following is a DFT calculation (the ωB97M-V functional and the def2-TZVPD basis) of the ion C8H14NS2 with charge +1.

Computed properties:
E_HOMO (eV): -11.89
Gap between HOMO and LUMO (eV): 7.9
Maximum force (eV Å⁻¹): 4.58
ΔE to the lowest compared entry with this formula, charge and spin (kJ/mol): 193.5
E (eV): -31673.728
Charge: +1

Last column: natural (NBO) charge in e.
CARTESIAN COORDINATES (ANGSTROEM)
S (-1.75, 0.23, -0.43)  0.137
H (1.61, 0.10, 0.98)  0.225
S (-1.76, 0.97, -2.28)  0.373
C (0.11, 0.28, -0.23)  0.016
C (-1.71, -0.55, -3.29)  -0.718
C (0.44, 0.02, 3.44)  -0.055
H (-0.68, -1.08, -3.08)  0.222
H (2.07, -1.32, -1.09)  0.245
H (0.13, 2.28, -2.02)  0.224
H (0.03, -0.85, 5.50)  0.255
H (1.57, -0.16, 3.55)  0.207
C (-0.15, 0.16, 2.23)  -0.283
C (0.59, 0.14, 0.99)  -0.178
H (-1.33, 0.15, 2.08)  0.216
C (-0.12, 0.02, 4.80)  -0.684
N (0.83, 0.37, -1.42)  -0.400
H (2.26, -0.53, -2.57)  0.220
H (0.63, 1.20, -3.36)  0.240
C (1.55, -0.80, -1.89)  -0.383
H (-2.64, -1.07, -3.10)  0.262
C (0.44, 1.34, -2.28)  -0.035
H (0.19, 0.83, 5.46)  0.253
H (0.76, -1.49, -2.46)  0.191
H (-1.85, -0.27, -4.23)  0.230
H (-1.20, 0.02, 4.69)  0.219

Entry 5:
The following is a DFT calculation (the ωB97M-V functional and the def2-TZVPD basis) of a cluster of 2 separate species, C8H14O in total.

Computed properties:
SMILES string: CC(C)C=O.C=C=CC
E_HOMO (eV): -9.29
Gap between HOMO and LUMO (eV): 10.1
Maximum force (eV Å⁻¹): 5.73
ΔE to the lowest compared entry with this formula, charge and spin (kJ/mol): 287.6
E (eV): -10567.063
Charge: 0

Last column: natural (NBO) charge in e.
CARTESIAN COORDINATES (ANGSTROEM)
H (-0.28, 0.48, -1.51)  0.227
H (-2.83, -0.03, -0.77)  0.213
H (0.21, 0.30, 1.69)  0.251
H (1.42, -2.61, -0.05)  0.236
C (-2.70, -0.22, 0.29)  -0.508
H (1.04, 0.80, -2.63)  0.219
H (-1.78, 2.61, 2.24)  0.215
H (-0.63, 1.99, 3.43)  0.219
H (2.45, 0.94, -0.70)  0.137
H (-0.03, 2.81, 1.99)  0.216
H (-0.14, -1.79, -0.09)  0.235
C (1.36, -0.85, -1.28)  -0.214
H (2.59, -0.99, -1.64)  0.213
C (0.47, 0.01, -2.14)  -0.622
H (-0.05, -0.59, -2.89)  0.220
C (-0.81, 2.14, 2.37)  -0.621
C (0.72, -2.08, -0.70)  -0.632
C (2.25, -0.09, -0.35)  0.357
H (-3.43, -0.88, 0.74)  0.219
H (0.36, -2.73, -1.49)  0.212
O (2.28, -0.36, 0.86)  -0.585
C (-1.73, 0.30, 0.98)  0.081
C (-0.74, 0.82, 1.64)  -0.287

Entry 6:
The following is a DFT calculation (the ωB97M-V functional and the def2-TZVPD basis) of a structure of composition C8H14O8S.

Computed properties:
E_HOMO (eV): -10.70
Gap between HOMO and LUMO (eV): 11.3
Maximum force (eV Å⁻¹): 0.32
E (eV): -35737.517
Charge: 0

Last column: natural (NBO) charge in e.
CARTESIAN COORDINATES (ANGSTROEM)
H (-0.51, -1.38, 1.17)  0.208
C (3.06, 1.22, -0.08)  -0.103
H (-1.58, -2.85, -1.26)  0.204
H (-3.97, 1.44, -0.05)  0.470
H (2.61, 0.43, -0.68)  0.198
C (-1.04, -2.86, -0.31)  -0.117
C (-1.36, -0.32, -0.52)  -0.443
H (4.07, 0.94, 0.21)  0.206
H (-1.11, 0.48, 1.99)  0.224
C (1.38, 2.40, 0.89)  0.968
H (-0.72, 0.55, -0.71)  0.239
C (-2.54, 0.15, 0.34)  0.104
S (1.16, -2.68, -1.23)  2.560
O (2.49, -3.08, -1.00)  -0.888
H (-1.75, -0.63, -1.49)  0.225
H (-2.35, 1.69, 1.82)  0.242
C (2.95, 2.58, -0.74)  -0.100
H (-3.27, -0.67, 0.40)  0.151
H (-2.76, 0.12, 2.51)  0.209
H (2.93, 2.55, -1.82)  0.207
O (2.26, 1.40, 1.10)  -0.490
H (-1.64, -3.33, 0.47)  0.217
C (-2.17, 0.62, 1.75)  -0.660
O (0.48, 2.67, 1.61)  -0.582
O (0.16, -3.64, -0.46)  -0.678
H (3.72, 3.28, -0.40)  0.185
O (0.84, -1.41, -0.34)  -0.701
O (1.68, 3.05, -0.26)  -0.489
C (-0.56, -1.45, 0.09)  0.069
O (-3.12, 1.20, -0.43)  -0.717
O (0.66, -2.47, -2.55)  -0.920

Entry 7:
The following is a DFT calculation (the ωB97M-V functional and the def2-TZVPD basis) of a structure of composition C8H14OPZn.

Computed properties:
E_HOMO (spin up / spin down) (eV): -1.96 / -2.11
Gap between HOMO and LUMO (spin up / spin down) (eV): 4.1 / 4.6
Maximum force (eV Å⁻¹): 3.70
ΔE to the lowest compared entry with this formula, charge and spin (kJ/mol): 133.2
E (eV): -68272.017
Charge: -1

Last column: natural (NBO) charge in e.
CARTESIAN COORDINATES (ANGSTROEM)
C (1.22, -1.04, 3.47)  -0.663
C (0.62, -2.26, -2.17)  -0.353
P (-0.72, 3.37, -0.78)  -0.248
H (0.26, 4.44, -0.75)  0.054
H (-1.99, 3.94, -0.39)  0.060
H (-1.71, -0.85, -4.17)  0.176
C (-0.88, 0.35, 3.14)  -0.697
C (0.21, -0.21, -3.18)  -0.392
C (-0.63, -2.34, -2.87)  -0.359
H (0.34, 0.80, -3.57)  0.173
C (1.13, -0.93, -2.32)  -0.386
H (-0.83, 3.05, -2.19)  -0.053
H (2.01, -0.51, -1.87)  0.183
H (-1.04, 1.44, 3.07)  0.180
H (-0.97, 0.05, 4.19)  0.202
H (1.16, -2.06, 3.06)  0.199
O (0.96, 0.40, 1.60)  -0.895
Zn (0.07, 1.76, 0.52)  0.939
H (2.28, -0.77, 3.55)  0.200
H (1.06, -3.05, -1.56)  0.182
C (0.45, -0.07, 2.66)  0.305
H (-1.68, -0.15, 2.57)  0.194
C (-0.86, -1.07, -3.50)  -0.368
H (-1.26, -3.22, -2.96)  0.178
H (0.79, -1.07, 4.47)  0.189

Entry 8:
The following is a DFT calculation (the ωB97M-V functional and the def2-TZVPD basis) of a cluster of 2 separate species, C8H14S in total.

Computed properties:
SMILES string: C=C=CCCC.C=CS
E_HOMO (eV): -8.34
Gap between HOMO and LUMO (eV): 9.2
Maximum force (eV Å⁻¹): 4.25
ΔE to the lowest compared entry with this formula, charge and spin (kJ/mol): 328.3
E (eV): -19354.057
Charge: 0

Last column: natural (NBO) charge in e.
CARTESIAN COORDINATES (ANGSTROEM)
C (-2.40, -0.34, 0.68)  -0.428
H (3.76, 1.64, -0.28)  0.213
H (-3.14, -0.39, 1.45)  0.216
H (4.91, -0.42, -0.90)  0.209
S (1.90, 0.80, 0.88)  0.039
C (-2.61, 1.16, 0.17)  -0.378
C (-0.29, -1.34, 0.28)  0.117
C (3.32, 0.71, -0.10)  -0.347
C (-1.52, 1.58, -0.81)  -0.631
H (1.89, -0.59, 1.16)  0.141
H (-2.67, -1.13, -0.11)  0.213
H (-2.02, 2.53, -1.20)  0.213
C (4.04, -0.38, -0.31)  -0.424
H (-0.61, -0.24, 2.01)  0.223
H (0.80, -1.90, -1.41)  0.214
H (3.52, -1.32, -0.02)  0.184
C (-1.07, -0.63, 1.12)  -0.305
H (-0.47, 1.69, -0.29)  0.221
H (-3.60, 1.39, -0.32)  0.203
C (0.03, -2.15, -0.71)  -0.506
H (-1.36, 0.80, -1.55)  0.207
H (-2.46, 1.75, 1.02)  0.190
H (0.05, -3.21, -0.74)  0.217

Entry 9:
The following is a DFT calculation (the ωB97M-V functional and the def2-TZVPD basis) of the molecule C8H14S.

Computed properties:
E_HOMO (spin up / spin down) (eV): -7.14 / -7.11
Gap between HOMO and LUMO (spin up / spin down) (eV): 7.2 / 6.7
Maximum force (eV Å⁻¹): 3.12
ΔE to the lowest compared entry with this formula, charge and spin (kJ/mol): 707.9
E (eV): -19350.123
Charge: 0

Last column: natural (NBO) charge in e.
CARTESIAN COORDINATES (ANGSTROEM)
H (-1.03, -2.69, -0.46)  0.227
H (1.30, 1.46, -1.54)  0.241
H (1.41, 2.08, 0.06)  0.235
H (-3.22, 0.80, -1.30)  0.223
H (2.43, -0.93, -2.15)  0.230
H (-2.21, -2.44, 0.73)  0.226
C (2.49, 0.18, 1.56)  -0.928
S (1.76, -0.27, 0.13)  1.071
H (-0.62, 2.19, 0.70)  0.206
H (3.58, -1.50, -0.88)  0.219
C (0.95, 1.32, -0.52)  -0.508
H (-3.46, -0.43, 0.14)  0.227
C (-1.40, 0.37, -0.14)  -0.148
C (-1.19, -2.15, 0.54)  -0.730
H (-3.27, 1.46, 0.30)  0.210
H (-0.88, 2.24, -0.99)  0.222
H (1.79, 0.64, 2.28)  0.240
C (-0.54, 1.52, -0.24)  -0.435
H (3.37, -0.45, 1.69)  0.235
C (-2.94, 0.48, -0.29)  -0.634
C (-0.79, -0.75, 0.26)  0.055
H (-0.38, -2.50, 1.24)  0.239
C (2.85, -0.64, -1.14)  -0.921

Entry 10:
The following is a DFT calculation (the ωB97M-V functional and the def2-TZVPD basis) of the molecule C8H14S.

Computed properties:
SMILES string: CC1=CC[C@@](C)(S)[C@@H]1C
E_HOMO (eV): -8.80
Gap between HOMO and LUMO (eV): 9.6
Maximum force (eV Å⁻¹): 4.07
ΔE to the lowest compared entry with this formula, charge and spin (kJ/mol): 85.6
E (eV): -19356.572
Charge: 0

Last column: natural (NBO) charge in e.
CARTESIAN COORDINATES (ANGSTROEM)
H (1.51, 3.31, -0.60)  0.233
H (0.49, 2.90, 0.79)  0.208
H (-0.58, -0.82, -2.17)  0.221
H (-1.62, 1.73, 1.28)  0.218
H (1.59, 1.02, -2.26)  0.216
H (-2.09, -1.69, -0.18)  0.219
H (2.16, 2.45, 0.67)  0.221
C (0.34, -0.81, -1.50)  -0.442
H (-1.19, -3.02, -0.71)  0.232
H (1.05, -1.71, -1.87)  0.213
H (-2.00, 0.01, 1.30)  0.209
H (-1.97, 0.96, -0.05)  0.200
H (1.07, -1.85, 1.87)  0.101
C (1.24, 2.50, 0.07)  -0.651
C (-1.12, -2.19, 0.15)  -0.644
C (0.97, 0.55, -1.43)  -0.215
C (-1.46, 0.78, 0.82)  -0.609
H (-1.09, -2.70, 1.17)  0.230
H (0.39, 0.32, 1.69)  0.213
S (1.57, -1.90, 0.67)  -0.011
C (0.04, -1.17, -0.02)  -0.123
C (0.75, 1.10, -0.28)  0.031
C (-0.04, 0.22, 0.61)  -0.270

Entry 11:
The following is a DFT calculation (the ωB97M-V functional and the def2-TZVPD basis) of a cluster of 5 separate species, C8H15B4Cl12IO6 in total.

Computed properties:
SMILES string: COB(O)B1OB(O)OB(CCCI)O1.ClC(Cl)Cl.ClC(Cl)Cl.ClC(Cl)Cl.ClC(Cl)Cl
E_HOMO (eV): -9.50
Gap between HOMO and LUMO (eV): 9.7
Maximum force (eV Å⁻¹): 1.02
E (eV): -181910.285
Charge: 0

Last column: natural (NBO) charge in e.
CARTESIAN COORDINATES (ANGSTROEM)
C (4.87, -0.46, -1.50)  -0.510
H (3.93, 2.20, -3.55)  0.246
H (-2.06, -5.38, 0.54)  0.229
H (0.83, 3.68, 2.19)  0.171
O (1.89, 1.15, 0.35)  -0.907
Cl (-2.64, 2.15, 0.42)  0.004
C (3.74, 1.22, -3.09)  -0.788
Cl (-1.40, -3.25, 1.21)  0.016
H (4.57, 4.74, 1.05)  0.498
H (-4.71, -0.41, 2.17)  0.232
Cl (-0.30, -5.81, 2.02)  0.022
O (2.90, 3.40, 2.29)  -0.728
C (-5.92, -3.56, -1.58)  -0.286
H (5.23, -1.27, -2.13)  0.224
H (-0.06, -0.21, 0.77)  0.503
I (6.04, -0.51, 0.27)  0.067
H (1.57, 3.75, 3.80)  0.192
H (5.85, 0.83, -2.89)  0.217
B (3.04, 3.53, 0.93)  0.864
H (-6.26, -4.59, -1.68)  0.228
Cl (-4.72, -3.51, -0.30)  0.015
C (-2.96, 1.20, -1.03)  -0.287
O (3.85, 4.51, 0.44)  -0.880
Cl (-3.65, -1.84, 3.68)  0.016
Cl (-6.22, -2.18, 2.41)  0.018
Cl (-3.07, -5.16, 2.63)  0.025
H (5.20, 1.70, -1.54)  0.216
H (-2.00, 1.00, -1.50)  0.238
Cl (-7.32, -2.57, -1.17)  0.025
Cl (-3.96, 2.11, -2.17)  0.024
Cl (-5.22, -3.06, -3.12)  0.022
B (2.32, 2.38, -0.14)  0.811
B (2.48, 1.35, -2.18)  1.197
O (1.64, 0.29, -1.86)  -0.893
C (4.98, 0.88, -2.23)  -0.414
C (-1.75, -4.96, 1.48)  -0.288
Cl (-3.70, -0.35, -0.63)  0.016
H (3.86, -0.70, -1.21)  0.218
O (0.01, -0.22, -0.20)  -0.884
O (2.20, 2.54, -1.51)  -0.888
Cl (-5.78, 0.09, 4.19)  0.019
H (1.36, 2.18, 2.98)  0.182
C (-5.05, -1.00, 3.01)  -0.289
B (1.17, 0.38, -0.56)  1.293
H (3.62, 0.49, -3.89)  0.233
C (1.59, 3.24, 2.84)  -0.241

Entry 12:
The following is a DFT calculation (the ωB97M-V functional and the def2-TZVPD basis) of the ion C8H15BCl2IO4 with charge -1.

Computed properties:
E_HOMO (eV): -4.95
Gap between HOMO and LUMO (eV): 7.9
Maximum force (eV Å⁻¹): 1.23
E (eV): -50552.206
Charge: -1

Last column: natural (NBO) charge in e.
CARTESIAN COORDINATES (ANGSTROEM)
C (2.94, 0.94, 0.60)  0.806
H (2.67, 0.61, -1.94)  0.187
B (-0.34, -0.95, -0.59)  0.334
C (-1.29, 0.41, -0.66)  -0.431
H (2.14, 0.56, 2.54)  0.242
Cl (-1.12, 1.38, 0.89)  -0.131
H (3.75, 1.36, 2.49)  0.219
H (-4.36, 1.50, -1.70)  0.200
H (-2.87, 2.37, -1.36)  0.205
H (0.59, -0.86, 1.47)  0.160
H (2.29, 2.28, 2.13)  0.229
Cl (-3.59, -0.71, 0.39)  -0.081
H (-1.08, -1.51, 1.51)  0.206
H (-0.98, 1.09, -1.45)  0.208
C (1.15, -0.75, -1.29)  -0.727
H (0.13, -3.09, 2.86)  0.434
O (0.40, -2.82, 0.99)  -0.299
C (-2.80, 0.24, -0.90)  -0.200
H (-3.95, 1.88, -0.03)  0.223
H (1.88, -1.35, -0.74)  0.220
H (1.15, -1.17, -2.29)  0.228
C (1.72, 0.65, -1.41)  -0.063
H (-2.93, -0.26, -1.85)  0.236
O (1.89, 1.31, -0.15)  -0.513
C (-3.53, 1.60, -0.99)  -0.623
C (2.76, 1.30, 2.05)  -0.713
I (-1.31, -2.67, -1.77)  -0.263
H (1.07, 1.30, -2.00)  0.171
O (-0.17, -3.57, 2.07)  -0.462
O (3.94, 0.40, 0.17)  -0.621
C (-0.15, -1.48, 0.96)  -0.380